A molecular structure, C27H35GeIrN4O2S2Se at a distorted geometry, computed with the ωB97M-V functional and the def2-TZVPD basis.

```
73
Properties=species:S:1:pos:R:3:forces:R:3:mulliken_charge:R:1
Ir 0.803 0.908 0.390 0.79 0.53 1.70 2.105
C -1.370 5.969 1.449 0.05 -0.05 0.08 -0.957
S -2.055 4.330 1.741 -0.13 -0.10 0.05 0.229
C -0.682 3.324 1.498 0.08 0.01 0.27 0.326
S -0.971 1.585 1.685 -0.42 0.05 -0.48 -0.529
N 0.479 3.841 1.265 0.19 -0.30 -0.01 -0.932
N 1.407 2.859 0.958 -0.63 0.33 -0.33 0.220
C 2.643 3.054 1.196 0.34 -0.04 -0.17 -0.518
C 3.583 2.052 0.677 -0.10 0.00 0.17 0.941
C 4.946 2.236 0.740 0.13 0.04 0.01 -0.869
C 5.783 1.286 0.165 0.03 0.03 0.00 -0.318
C 5.218 0.196 -0.468 0.08 0.01 -0.02 -1.104
C 3.838 0.071 -0.481 -0.06 0.15 0.03 0.013
N 3.030 0.963 0.096 -0.11 -0.36 -0.49 -0.206
H -2.207 6.656 1.557 0.01 0.01 0.00 0.386
H -0.964 6.021 0.443 0.00 0.03 0.00 0.287
H -0.602 6.197 2.182 0.00 0.03 0.00 0.343
H 2.981 3.942 1.722 0.00 0.05 -0.12 0.477
H 5.343 3.119 1.222 0.03 -0.02 0.00 0.433
H 6.857 1.409 0.200 -0.01 0.01 0.01 0.473
H 5.829 -0.553 -0.953 -0.02 0.00 0.01 0.461
H 3.368 -0.760 -0.985 -0.03 -0.01 0.05 0.639
C 2.947 -5.097 -0.838 0.03 -0.15 -0.06 -1.186
Ge 2.680 -4.050 0.769 -0.07 0.06 0.02 0.712
C 4.324 -3.220 1.392 0.14 0.00 0.00 -1.204
C 1.772 -4.994 2.199 0.03 -0.12 0.08 -1.234
C 1.468 -2.571 0.210 0.07 -0.28 0.26 -0.592
Se 1.206 -1.229 1.587 -0.53 0.49 -1.21 0.231
C -0.503 -1.869 2.211 -0.05 0.02 0.18 -0.843
H 3.625 -5.926 -0.635 -0.02 0.02 -0.04 0.396
H 3.389 -4.482 -1.625 -0.02 -0.03 0.01 0.371
H 2.003 -5.510 -1.197 0.04 0.01 -0.01 0.363
H 4.836 -3.893 2.081 0.02 0.04 -0.01 0.425
H 4.130 -2.286 1.922 0.02 -0.02 0.01 0.391
H 5.000 -3.023 0.558 -0.02 0.02 0.03 0.301
H 2.342 -5.888 2.460 -0.05 0.02 0.03 0.405
H 0.772 -5.310 1.901 0.01 0.01 0.02 0.358
H 1.707 -4.374 3.096 -0.03 -0.03 -0.01 0.393
H 0.483 -2.951 -0.055 -0.06 0.05 -0.07 0.248
H 1.878 -2.067 -0.657 -0.03 0.09 -0.07 -0.160
H -0.348 -2.855 2.645 0.00 -0.01 0.00 0.448
H -1.180 -1.923 1.365 0.00 -0.01 -0.04 -0.010
H -0.868 -1.176 2.964 0.00 -0.01 0.01 0.447
C -5.713 2.970 1.399 0.00 -0.07 -0.06 -0.871
O -4.869 1.997 0.768 -0.02 0.13 0.02 -0.466
C -4.404 2.266 -0.476 -0.08 0.04 0.27 0.988
C -4.670 3.415 -1.199 0.02 0.14 -0.05 -0.463
C -4.133 3.558 -2.471 -0.01 -0.01 0.02 -0.755
C -3.347 2.561 -3.033 -0.03 0.00 0.01 -1.097
C -3.091 1.404 -2.320 -0.04 -0.04 0.00 -0.340
C -3.612 1.262 -1.043 0.21 -0.35 0.20 -0.042
N -3.550 0.073 -0.247 0.02 0.21 -0.35 0.369
C -2.946 -1.065 -0.361 0.01 0.01 -0.07 -0.435
C -1.863 -1.478 -1.226 -0.45 -0.26 0.15 0.960
C -1.919 -2.806 -1.694 -0.21 0.04 -0.09 -1.025
C -0.998 -3.281 -2.601 0.08 0.09 -0.04 -0.804
C 0.029 -2.433 -3.025 -0.04 0.04 0.05 -0.577
C 0.150 -1.162 -2.491 0.16 0.00 -0.12 -0.471
C -0.770 -0.672 -1.563 0.58 0.57 0.14 0.658
O -0.603 0.544 -1.011 -0.06 -1.04 -0.08 -1.622
H -5.923 2.585 2.390 0.00 -0.02 0.01 0.252
H -6.643 3.087 0.843 -0.01 0.01 -0.02 0.407
H -5.197 3.926 1.478 0.02 0.00 0.01 0.330
H -5.295 4.191 -0.783 0.01 0.00 -0.01 0.485
H -4.347 4.457 -3.034 0.01 0.00 0.01 0.428
H -2.953 2.674 -4.033 0.00 -0.01 0.03 0.452
H -2.525 0.611 -2.777 0.08 -0.09 -0.03 0.523
H -4.215 0.139 0.522 -0.10 0.01 -0.06 0.338
H -3.378 -1.838 0.270 0.09 0.03 0.10 0.528
H -2.748 -3.435 -1.388 0.05 0.00 0.01 0.484
H -1.084 -4.283 -2.998 0.00 0.02 0.03 0.492
H 0.740 -2.779 -3.765 0.00 0.02 0.03 0.487
H 0.958 -0.499 -2.783 0.00 -0.05 -0.03 0.628
```
Forces are in eV/Å.

Summary:
* energy relative to the best compared isomer or geometry (same formula, charge and spin): 172.5 kJ/mol
* E_tot: -184978.359 eV
* LUMO (alpha / beta): -7.203 / -7.219 eV
* HOMO energy (alpha / beta): -13.37 / -13.40 eV
* net charge: +2
* multiplicity: 1